No. 1
A molecular structure, C39H26CeCl2F5N6O3S2 in a non-equilibrium geometry. Source: the OMol25 dataset; level of theory: wB97M-V/def2-TZVPD.

Structure (XYZ):
```
84
Properties=species:S:1:pos:R:3:forces:R:3:mulliken_charge:R:1
Ce 12.506488 -16.362769 -4.370071 0.0 0.0 0.2 0.575
Cl 7.422116 -19.466857 -1.016529 -0.7 -0.3 0.1 -0.232
C 8.746607 -18.393861 -1.284569 -2.4 0.1 1.5 0.898
C 9.688201 -18.826936 -2.131729 2.2 -1.2 -2.2 -1.184
C 10.815234 -18.057275 -2.364415 1.2 1.7 0.2 0.749
N 11.939939 -18.354744 -3.160506 -0.6 -1.8 -0.3 0.165
C 12.148628 -19.584118 -3.736003 -0.1 0.5 0.7 0.314
O 11.450225 -20.603064 -3.811751 0.2 0.9 0.3 -0.734
C 13.561571 -19.651922 -4.291105 -0.5 -0.2 -0.4 0.424
C 14.270372 -20.832502 -4.168253 -0.1 -0.7 1.1 -0.785
C 15.591828 -20.818974 -4.591577 -0.7 -0.4 -0.1 -0.435
C 16.066148 -19.719971 -5.259079 0.1 0.1 -0.2 -0.860
C 15.253951 -18.630029 -5.451161 0.6 0.3 0.2 -0.118
N 14.042887 -18.574427 -4.923430 -0.8 0.6 0.2 0.291
C 10.931839 -16.761704 -1.696466 -0.2 -1.1 0.7 -1.076
C 9.896842 -16.384002 -0.826477 0.5 0.1 -0.1 0.010
C 8.777178 -17.186581 -0.617447 0.3 0.6 -0.1 -0.439
Cl 7.431467 -16.599929 0.375195 0.9 -0.5 -0.3 -0.174
N 12.113420 -16.050780 -1.942299 0.1 0.1 -1.0 0.270
C 12.720142 -15.144675 -1.150450 -0.8 -0.6 -0.6 0.052
O 12.338100 -14.711455 -0.077661 0.2 0.4 0.5 -0.737
C 14.070678 -14.720106 -1.731569 0.4 -0.1 -0.6 0.348
C 15.020543 -14.104275 -0.946738 0.2 0.1 1.4 -0.525
C 16.310928 -13.879684 -1.406573 -0.4 1.3 0.2 -0.445
C 16.612506 -14.203283 -2.718772 -0.4 -0.4 0.8 -1.059
C 15.625884 -14.818156 -3.474617 -0.4 0.1 0.3 -0.298
N 14.368928 -15.037484 -3.007154 0.8 -0.3 -0.3 0.364
H 9.629938 -19.778072 -2.689679 -0.2 0.5 0.7 0.606
H 13.800912 -21.688228 -3.606012 0.6 1.0 -0.9 0.393
H 16.222913 -21.669198 -4.470446 0.3 -0.5 0.2 0.467
H 17.056833 -19.680620 -5.638029 0.7 -0.1 -0.2 0.461
H 15.665121 -17.768044 -5.975012 -0.5 0.0 0.1 0.368
H 10.034898 -15.464405 -0.294771 -0.2 0.4 0.2 0.607
H 14.757390 -13.859920 0.085964 0.0 0.0 -0.4 0.488
H 16.998166 -13.270864 -0.782383 -0.3 -0.9 -0.4 0.345
H 17.604897 -14.022471 -3.062850 0.4 0.0 -0.6 0.516
H 15.867566 -15.155825 -4.482960 -0.4 0.1 0.1 0.590
F 14.273095 -9.752597 -5.445662 0.1 0.0 0.1 -0.321
C 14.241561 -11.070845 -5.665203 0.8 1.2 0.0 0.520
C 13.096915 -11.777935 -5.494878 -1.3 -1.1 0.2 -0.097
F 11.948217 -11.240195 -5.000930 1.0 -0.1 -0.5 -0.264
C 13.118149 -13.135444 -5.818439 -1.6 0.5 0.5 0.036
F 11.903599 -13.766817 -5.585042 1.0 0.0 -0.3 -0.054
C 14.202891 -13.847348 -6.276938 0.4 -0.2 0.3 0.043
S 14.127509 -15.545399 -6.669232 0.1 -0.1 0.0 -0.485
C 15.391003 -13.102112 -6.276423 -0.8 0.5 -0.3 0.430
F 16.570642 -13.641625 -6.542881 0.2 -0.5 -0.2 -0.413
C 15.391977 -11.741301 -6.047647 0.9 -0.5 0.0 0.209
F 16.596567 -11.150980 -6.145659 -0.6 0.5 0.1 -0.312
O 10.208627 -15.590602 -4.440593 0.0 0.5 -0.1 -0.382
S 8.887110 -15.925438 -3.789434 0.2 0.5 0.8 0.950
C 7.709085 -16.094452 -5.074820 0.6 -1.1 0.2 0.229
C 7.644930 -15.214265 -6.111598 0.9 1.6 -1.4 0.006
C 6.522793 -15.218912 -6.946584 0.6 0.2 0.9 -0.795
C 5.574865 -16.190511 -6.707326 -1.4 -0.4 -1.2 -0.389
C 5.781198 -17.228973 -5.810496 -1.0 -0.9 0.3 -0.521
C 6.885739 -17.198564 -4.970193 -1.3 1.1 -0.2 -0.668
C 8.274783 -14.373263 -3.062857 -0.6 -1.0 0.4 0.685
C 8.877605 -13.157280 -3.241147 1.5 0.4 -1.9 -0.150
C 8.394087 -12.054551 -2.582058 -0.5 0.0 1.4 -0.756
C 7.440054 -12.253686 -1.570332 0.9 0.0 -1.5 -0.501
C 6.792306 -13.453719 -1.416990 0.1 -0.2 -0.6 -1.093
C 7.187704 -14.526576 -2.203434 0.7 -0.5 0.2 -0.518
H 8.539729 -14.545942 -6.265879 -1.3 -0.3 0.2 0.247
H 6.310578 -14.414861 -7.640099 0.3 -0.2 -0.2 0.452
H 4.634013 -16.130006 -7.300508 0.8 -0.3 0.6 0.336
H 5.008071 -18.030959 -5.659445 0.9 0.9 -0.3 0.380
H 6.907028 -17.835913 -4.122263 0.4 -0.7 0.5 0.465
H 9.739026 -13.065132 -3.945017 -0.8 -0.1 0.6 0.221
H 8.752597 -11.038948 -2.705374 0.4 -0.3 -0.2 0.425
H 7.309280 -11.439227 -0.929774 -0.8 1.1 0.9 0.454
H 5.977133 -13.516517 -0.737131 -0.3 -0.4 0.6 0.477
H 6.840350 -15.540802 -2.010133 -0.4 0.3 -0.2 0.733
C 8.394860 -19.171124 -7.687842 -0.6 2.8 3.6 -0.823
N 9.798462 -19.419362 -7.467964 0.6 1.5 0.7 0.062
C 10.436101 -20.597929 -7.964632 -1.0 -1.0 0.1 -1.004
C 10.428830 -18.631785 -6.593060 0.0 0.4 0.3 0.153
N 10.925701 -17.886554 -5.841684 -0.5 -1.2 -1.4 -0.094
H 7.760064 -19.474511 -6.775266 0.9 0.4 -1.3 0.229
H 8.009342 -19.639003 -8.510595 -0.5 -1.4 -2.2 0.435
H 8.271074 -18.043643 -7.828292 -0.1 -1.5 0.2 0.231
H 10.055387 -21.452187 -7.387974 0.6 -0.1 -0.1 0.347
H 11.492713 -20.467644 -7.911841 0.7 -0.3 0.1 0.354
H 10.135686 -20.763883 -8.994091 0.1 0.1 -0.2 0.330
```
Positions in Å, forces in eV/Å.

Values from the calculation:
E_tot (eV): -129181.5621
2S+1: 2
Frontier orbital gap (spin up / spin down) (eV): 7.30 / 7.31
LUMO level (spin up / spin down) (eV): 0.091 / 0.093


No. 2
A molecular structure, C39H28F5N6O3P2S2Se3TeTi. Source: the OMol25 dataset; level of theory: wB97M-V/def2-TZVPD.

Structure (XYZ):
```
90
Properties=species:S:1:pos:R:3:forces:R:3:mulliken_charge:R:1
Ti 1.802824 0.393082 2.649716 -0.3 -0.5 0.1 0.785
Se -1.583905 4.857868 -0.840456 -0.1 0.1 0.0 -0.384
P -1.049368 3.016357 -1.678872 -0.1 0.1 -0.1 0.194
C -2.465437 1.900867 -1.849079 0.1 -0.1 0.1 0.332
C -3.418793 2.085209 -2.847439 0.0 0.1 0.0 0.015
C -4.578447 1.327071 -2.845258 0.0 0.0 0.0 -0.839
C -4.798923 0.391692 -1.841953 0.0 0.0 0.0 -0.656
C -3.857862 0.215144 -0.838923 0.0 0.1 0.0 -0.395
C -2.695574 0.970318 -0.838419 0.0 0.0 0.0 0.061
C -0.287868 3.254235 -3.318479 0.0 -0.1 0.0 0.590
C 0.565811 4.345742 -3.468158 0.0 0.0 0.0 -0.572
C 1.143192 4.616019 -4.698514 0.0 0.0 0.0 -0.848
C 0.859168 3.812520 -5.794617 0.0 0.0 0.0 -0.556
C 0.009501 2.727155 -5.654159 0.0 0.0 0.0 -0.771
C -0.558838 2.447432 -4.420263 -0.1 0.0 0.1 0.475
C 0.140234 2.089840 -0.654273 0.1 0.0 0.1 0.351
C 0.875632 0.882174 -0.714526 0.0 0.1 0.1 -0.036
N 1.533117 0.802824 0.451918 0.2 -0.1 -0.1 0.714
N 1.207491 1.852161 1.173248 0.0 -0.1 -0.1 0.336
N 0.374451 2.637958 0.549814 0.0 0.1 0.1 -0.963
P 1.008663 -0.519222 -1.834961 0.1 -0.2 0.0 0.666
Se 2.421976 -2.014166 -1.160348 -0.1 0.0 -0.1 -0.281
C -0.595615 -1.314294 -2.072808 0.0 0.1 -0.1 0.937
C -0.980010 -2.311143 -1.180119 0.0 0.0 0.0 -0.708
C -2.209120 -2.935011 -1.335070 0.0 0.0 0.0 -0.887
C -3.034930 -2.592162 -2.394073 0.0 0.0 0.0 -0.645
C -2.645204 -1.612336 -3.298447 0.0 0.0 0.0 -0.935
C -1.433977 -0.965893 -3.131350 0.1 -0.1 -0.1 0.539
C 1.592206 0.105613 -3.423048 0.0 0.1 0.1 0.634
C 1.405063 -0.639904 -4.583121 0.0 0.0 0.0 -0.086
C 2.021035 -0.247880 -5.761019 0.0 0.0 0.0 -0.907
C 2.838828 0.872331 -5.778370 0.0 0.0 0.0 -0.539
C 3.036582 1.609614 -4.619425 0.0 0.0 0.0 -0.622
C 2.414693 1.230061 -3.442180 0.0 0.0 0.0 -0.576
H -3.273599 2.843344 -3.608161 0.0 0.0 0.0 0.510
H -5.317697 1.477389 -3.621867 0.0 0.0 0.0 0.407
H -5.707158 -0.197707 -1.842216 0.0 0.0 0.0 0.437
H -4.014420 -0.511602 -0.051997 0.0 0.0 0.0 0.551
H -1.978555 0.819234 -0.041656 0.0 0.0 0.0 -0.106
H 0.745937 4.995129 -2.620938 0.0 0.0 0.0 0.390
H 1.804342 5.466389 -4.804157 0.0 0.0 0.0 0.425
H 1.301916 4.032767 -6.757906 0.0 0.0 0.0 0.411
H -0.211950 2.093303 -6.503774 0.0 0.0 0.0 0.418
H -1.243689 1.615935 -4.324245 0.0 0.1 0.0 -0.164
H -0.333200 -2.586716 -0.359779 0.0 0.0 0.0 0.353
H -2.512668 -3.686739 -0.619136 0.0 0.0 0.0 0.464
H -3.990070 -3.087574 -2.514307 0.0 0.0 0.0 0.401
H -3.289636 -1.339891 -4.123704 0.0 0.0 0.0 0.412
H -1.121647 -0.212150 -3.839594 -0.1 0.0 0.0 -0.213
H 0.793479 -1.533086 -4.564255 0.0 0.0 0.0 0.510
H 1.872864 -0.828746 -6.661940 0.0 0.0 0.0 0.428
H 3.325430 1.171524 -6.697932 0.0 0.0 0.0 0.442
H 3.669764 2.486235 -4.631205 0.0 0.0 0.0 0.426
H 2.572242 1.803507 -2.536857 0.0 0.0 0.0 0.321
Se 4.066833 -1.486741 1.145200 0.3 0.2 0.3 0.266
N 2.540302 -1.555028 2.189277 0.0 0.4 0.0 0.186
C 2.632850 -2.699035 2.897533 -0.2 -0.2 0.0 0.524
C 1.694159 -3.135460 3.856451 0.0 0.1 -0.1 -0.052
C 1.879519 -4.334513 4.487191 0.0 0.0 0.0 -0.786
C 3.007402 -5.149331 4.202543 0.0 0.0 0.0 -0.416
C 3.934019 -4.773876 3.274146 0.0 -0.1 0.1 -0.773
C 3.769018 -3.551884 2.571197 0.1 0.1 -0.1 0.634
N 4.608134 -3.158312 1.609986 -0.2 -0.1 -0.1 -0.914
H 0.835597 -2.520995 4.070068 0.0 0.0 0.0 0.227
H 1.140564 -4.664701 5.204838 0.0 0.0 0.0 0.505
H 3.126823 -6.087177 4.729642 0.0 0.0 0.0 0.370
H 4.794830 -5.383876 3.037827 0.0 0.0 0.0 0.440
O -1.604456 -3.609858 5.514541 0.0 0.0 0.0 -0.675
S -2.452848 -2.829745 4.655568 -0.1 0.0 0.1 1.291
O -3.789808 -3.302611 4.422423 0.0 0.0 0.0 -0.722
N -1.679940 -2.549501 3.218379 0.0 0.0 0.1 -0.467
C -1.396050 -1.290924 3.079474 0.0 0.0 -0.1 0.246
S -0.561504 -0.667583 1.720137 0.0 0.1 0.1 -0.049
C -1.862701 -0.399257 4.185515 0.0 0.0 0.1 0.486
C -1.739090 0.973591 4.309392 0.0 0.0 0.0 -0.209
C -2.234100 1.575204 5.457690 0.0 0.0 0.0 -0.931
C -2.841663 0.820826 6.457984 0.0 0.0 0.0 -0.476
C -2.974436 -0.556819 6.329433 0.0 0.0 0.0 -0.741
C -2.477182 -1.133050 5.179991 0.0 -0.1 -0.1 -0.247
H -1.260189 1.553038 3.530050 0.0 0.0 0.0 0.486
H -2.136487 2.645653 5.582419 0.0 0.0 0.0 0.428
H -3.212413 1.315335 7.346491 0.0 0.0 0.0 0.383
H -3.445178 -1.154300 7.098274 0.0 0.0 0.0 0.436
F 4.643247 2.740861 4.050738 -0.1 0.0 -0.1 -0.384
Te 3.992258 1.136357 4.718456 -0.2 0.2 0.0 1.508
F 2.137837 2.018603 4.271860 0.0 0.0 0.1 -0.609
F 1.135308 -0.251056 4.211028 0.6 0.1 -0.4 -0.499
F 4.284936 1.995356 6.427482 0.0 0.0 -0.1 -0.493
F 5.816904 0.549448 4.535319 0.0 0.1 -0.1 -0.482
O 3.479222 0.809538 2.640111 0.1 -0.2 0.4 -0.733
```
Positions in Å, forces in eV/Å.

Values from the calculation:
Charge: -1
E_tot (eV): -336269.6832
2S+1: 3
Frontier orbital gap (spin up / spin down) (eV): 5.69 / 5.47
LUMO level (spin up / spin down) (eV): 1.569 / -0.594


Which value of 2S+1 does entry 2 give? 3


Which of these has the lowest 2S+1? C39H26CeCl2F5N6O3S2


What is the formula in the first record? C39H26CeCl2F5N6O3S2